1.
Below is C30H48InP2Se as an isolated structure at a distorted geometry, with properties calculated with ωB97M-V/def2-TZVPD.

Structure (XYZ):
```
82
Properties=species:S:1:pos:R:3:lowdin_charge:R:1
In 0.0664 -2.2380 -3.2031 0.9377
C -0.0157 -3.3129 2.5397 -0.2244
C 1.3368 -3.2964 2.1143 -0.2268
C 1.0057 -1.4950 3.5005 -0.2216
C -0.2198 -2.2085 3.4117 -0.2265
C 1.9624 -2.1546 2.6753 -0.2375
C -1.0226 -4.2961 2.1087 -0.0465
H -0.6292 -5.3195 2.1763 0.0824
H -1.3191 -4.1276 1.0622 0.0621
H -1.9257 -4.2391 2.7308 0.0694
C -1.4817 -1.8403 4.0859 -0.0572
H -2.1539 -2.7044 4.1416 0.0716
H -2.0062 -1.0386 3.5385 0.0580
H -1.2875 -1.4805 5.1083 0.0783
C 1.2286 -0.2731 4.3081 -0.0628
H 0.7375 -0.3576 5.2936 0.0817
H 0.8089 0.6245 3.8189 0.0419
H 2.3031 -0.0964 4.4745 0.0729
C 3.3710 -1.7570 2.4664 -0.0733
H 4.0665 -2.4692 2.9411 0.0883
H 3.5739 -0.7642 2.8855 0.0561
H 3.6160 -1.7336 1.3943 0.0702
C 1.9502 -4.2736 1.1930 -0.0446
H 1.5103 -5.2680 1.3450 0.0797
H 3.0292 -4.3431 1.3732 0.0774
H 1.7929 -3.9999 0.1352 0.0678
C -0.8881 -0.0989 -3.7379 -0.2162
C -1.5435 -1.2397 -4.2457 -0.3195
C -1.4769 -1.5215 -5.7368 -0.1997
C -0.0045 -1.4952 -6.2252 -0.1916
C 1.0087 -2.0671 -5.2293 -0.2096
C 1.7092 -1.3230 -4.2256 -0.3169
C 1.6117 0.1569 -4.0376 -0.2378
C 0.2151 0.7478 -4.3193 -0.2019
H -2.0346 -0.7335 -6.2610 0.1115
H 0.2333 -0.4725 -6.5406 0.0981
H -1.9617 -2.4813 -5.9910 0.1176
H 0.1545 1.1037 -5.3568 0.1118
H -1.4816 0.4787 -2.9784 -0.0128
H -2.4128 -1.6447 -3.6944 0.1090
H 0.1827 1.7054 -3.7810 0.0831
H 1.8585 0.3571 -2.9920 0.0568
H 2.6885 -1.7362 -3.9364 0.1096
H 2.3885 0.6626 -4.6284 0.1171
H 0.0489 -2.1094 -7.1433 0.1171
H 1.5522 -2.9193 -5.6386 0.1033
P -1.9652 1.9011 -1.2691 0.7428
P 0.8452 2.3506 0.2298 0.7060
C -1.1972 3.5344 -1.4388 -0.4645
C 0.2902 3.5782 -0.9935 -0.3481
H -1.8307 4.2573 -0.9154 0.0777
H -1.2410 3.7838 -2.5150 0.0974
H 0.9400 3.4082 -1.8679 0.0948
H 0.5111 4.5731 -0.5803 0.1018
C 1.7796 2.9362 1.6273 -0.1793
H 2.2047 2.0742 2.1736 0.0768
H 1.1730 3.5321 2.3219 0.0510
H 2.6073 3.5485 1.2298 0.0858
C 1.7669 0.9828 -0.4783 -0.1899
H 2.6315 1.4196 -1.0025 0.0857
H 1.1388 0.4152 -1.1719 0.0353
H 2.1281 0.3096 0.3123 0.0712
C -3.7608 2.1186 -1.4105 -0.2891
H -4.2496 1.1362 -1.3427 0.0531
H -3.9790 2.5218 -2.4174 0.0679
H -4.1823 2.7785 -0.6561 0.0440
C -0.5730 -3.3237 -1.4664 -0.2271
H -0.2591 -2.6568 -0.6556 -0.0330
H -0.1221 -4.3129 -1.3346 -0.0073
H -1.6667 -3.4272 -1.4390 -0.0032
Se -1.1353 1.5531 0.9199 0.8624
C -1.3484 2.8465 2.5504 -0.4168
C -1.2041 4.2339 2.4989 -0.1360
C -1.1123 4.9237 3.7219 -0.0669
C -1.1926 4.2289 4.9368 -0.0551
C -1.3792 2.8376 4.9584 -0.0451
C -1.4742 2.1426 3.7499 -0.1354
H -1.1503 4.7676 1.5388 0.1029
H -0.9597 6.0056 3.7273 0.1152
H -1.1263 4.7770 5.8821 0.1175
H -1.4332 2.2815 5.9009 0.1241
H -1.6200 1.0555 3.7544 0.0796
```

Values from the calculation:
Frontier orbital gap (spin up / spin down)   2.467 / 2.506 eV
LUMO level (spin up / spin down)   -4.6198 / -4.5957 eV
Charge   +1
HOMO (spin up / spin down)   -7.087 / -7.102 eV
Molecular weight   664.4 g/mol

2.
Below is a 8-piece molecular cluster, C30H48O14 overall at a distorted geometry, with properties calculated with ωB97M-V/def2-TZVPD.

Structure (XYZ):
```
92
Properties=species:S:1:pos:R:3:lowdin_charge:R:1
O 8.9391 12.8552 18.1025 0.1260
C 8.7673 13.8704 17.4926 -0.4436
O 7.6228 14.0256 16.7546 0.0265
C 7.6441 15.1224 15.9207 -0.1881
C 8.8498 15.9049 16.4124 -0.1872
C 9.7887 14.9456 17.0898 -0.0789
H 6.8219 15.8274 16.0429 0.1299
H 7.8292 14.8107 14.8927 0.1315
H 8.5783 16.5390 17.2563 0.1130
H 9.3355 16.6559 15.7894 0.1190
H 10.2817 15.3211 17.9865 0.1252
H 10.5459 14.5353 16.4216 0.1268
O 15.2345 22.0930 4.1185 0.0691
C 14.4720 21.8849 3.1572 -0.4054
O 14.7793 22.3588 1.8947 0.0117
C 13.5468 22.1707 1.0987 -0.1146
C 12.5816 21.3438 1.8981 -0.2149
C 13.1554 21.0895 3.1706 -0.1166
H 13.9525 21.5974 0.2651 0.1246
H 13.1928 23.1635 0.8209 0.1271
H 12.2084 20.4465 1.4046 0.1252
H 11.6439 21.8527 2.1212 0.1224
H 13.2395 20.0281 3.4038 0.1376
H 12.6621 21.6028 3.9960 0.1339
O 4.7185 18.0244 10.4833 0.0656
C 5.2699 19.0160 9.9670 -0.4893
O 6.5674 19.0850 9.8040 0.0346
C 6.9994 20.3367 9.2756 -0.1341
C 5.7197 20.9166 8.7037 -0.1599
C 4.5667 20.2521 9.4688 -0.0623
H 7.8630 20.3030 8.6114 0.1298
H 7.3136 20.7657 10.2270 0.1308
H 5.5512 20.7925 7.6339 0.1143
H 5.7690 21.9982 8.8297 0.1111
H 3.6920 19.9833 8.8764 0.1296
H 4.3140 20.8828 10.3211 0.1296
O 25.8321 16.2345 8.6834 0.0410
C 26.8440 16.3024 7.9169 -0.4821
O 26.6732 16.0383 6.6770 0.0470
C 27.7661 16.4942 5.8635 -0.1274
C 28.9208 16.4214 6.8520 -0.1661
C 28.3302 16.4640 8.2741 -0.0484
H 27.5685 17.5450 5.6516 0.1299
H 28.0191 15.8512 5.0205 0.1333
H 29.6490 17.1324 6.4618 0.1160
H 29.3435 15.4200 6.7702 0.1105
H 28.5311 17.3651 8.8535 0.1218
H 28.5878 15.5805 8.8581 0.1246
O 15.0382 7.1857 11.6538 0.1624
C 15.4594 7.8839 10.8210 -0.4799
O 15.7301 7.3499 9.6171 0.0456
C 16.1660 8.2939 8.7124 -0.2000
C 16.6252 9.5702 9.4522 -0.1583
C 15.9038 9.3698 10.7429 -0.0877
H 15.5230 8.4714 7.8504 0.1241
H 17.0844 7.9741 8.2201 0.1180
H 16.3868 10.5388 9.0127 0.1150
H 17.7027 9.6180 9.6105 0.1125
H 15.0574 10.0072 10.9986 0.1263
H 16.6839 9.5786 11.4750 0.1219
O 23.7497 16.4064 0.2765 0.0343
C 22.8425 17.2856 0.5129 -0.3713
O 22.7458 18.4462 -0.1942 0.0288
C 21.6677 19.2084 0.2882 -0.2001
C 20.8886 18.3033 1.1909 -0.1939
C 21.9604 17.4524 1.7873 -0.0697
H 21.0440 19.5320 -0.5451 0.1317
H 21.9876 20.0331 0.9251 0.1303
H 20.1497 17.8553 0.5265 0.1246
H 20.3366 18.8542 1.9524 0.1222
H 21.6091 16.4919 2.1643 0.1264
H 22.6387 17.9585 2.4742 0.1367
C 17.7730 17.3861 9.2072 -0.0217
C 16.8550 17.5072 10.4505 -0.4705
O 17.3284 18.0321 11.4781 0.0273
C 15.4173 17.1180 10.3540 -0.0282
H 17.9428 16.3202 9.0551 0.0796
H 18.6216 18.0322 9.4318 0.0794
H 17.2888 17.7873 8.3168 0.0728
H 14.9482 17.7882 9.6336 0.0914
H 15.1062 17.2218 11.3934 0.0864
H 15.3419 16.0892 10.0020 0.0835
C 14.7448 24.3720 11.2089 -0.0247
C 13.3676 23.9340 11.7464 -0.4250
O 12.9447 22.7721 11.5113 0.0142
C 12.8063 24.8256 12.8478 -0.0347
H 15.3893 23.5643 10.8620 0.0872
H 15.1548 24.9946 12.0041 0.0662
H 14.5042 25.1549 10.4897 0.0844
H 12.8569 24.4113 13.8548 0.0890
H 11.7911 25.1899 12.6908 0.0810
H 13.4551 25.6955 12.9492 0.0625
```

Values from the calculation:
SMILES   O=C1CCCO1.O=C1CCCO1.O=C1CCCO1.O=C1CCCO1.O=C1CCCO1.O=C1CCCO1.CC(C)=O.CC(C)=O
Frontier orbital gap   9.885 eV
LUMO level   0.2886 eV
HOMO   -9.597 eV
Molecular weight   632.7 g/mol

3.
Below is C30H48P2Ru as an isolated structure at a distorted geometry, with properties calculated with ωB97M-V/def2-TZVPD.

Structure (XYZ):
```
81
Properties=species:S:1:pos:R:3:lowdin_charge:R:1
Ru -0.4780 0.8226 -2.0478 1.0255
C -0.4224 -2.5005 2.3085 -0.1286
C 0.9334 -2.6919 1.9342 -0.1127
C 0.8714 -1.0853 3.5835 -0.1344
C -0.4676 -1.4193 3.2243 -0.1324
C 1.7367 -1.8523 2.7618 -0.1280
C -1.6250 -3.2451 1.8787 -0.0109
H -1.3737 -4.0683 1.1988 0.0879
H -2.3696 -2.5894 1.3898 0.0916
H -2.1260 -3.6848 2.7565 0.1141
C -1.7165 -0.7894 3.7081 -0.0006
H -2.4124 -0.5819 2.8789 0.1015
H -1.5097 0.1667 4.2035 0.0805
H -2.2327 -1.4528 4.4167 0.1131
C 1.2912 -0.1581 4.6606 0.0126
H 1.8530 -0.6979 5.4378 0.1141
H 0.4250 0.2995 5.1488 0.0886
H 1.9428 0.6430 4.2867 0.0807
C 3.2159 -1.7983 2.7848 0.0079
H 3.6223 -2.2942 3.6788 0.1136
H 3.5763 -0.7595 2.8005 0.0832
H 3.6418 -2.3075 1.9139 0.0879
C 1.4643 -3.5926 0.8827 0.0003
H 1.8745 -4.5216 1.3083 0.1164
H 2.2797 -3.0995 0.3256 0.1019
H 0.6958 -3.8871 0.1598 0.0694
C -1.5630 0.8809 -3.6732 -0.3590
C -1.8781 -0.5649 -3.3998 -0.4466
C -1.0501 -1.5627 -4.2344 -0.1922
C 0.4487 -1.4449 -3.9278 -0.2056
C 0.8051 -0.4767 -2.8164 -0.3761
C 1.1667 0.8949 -3.1734 -0.3450
C 0.7956 1.4268 -4.5417 -0.1889
C -0.7314 1.3462 -4.8362 -0.1775
H -1.2221 -1.3742 -5.3076 0.1147
H 0.9668 -1.1701 -4.8534 0.1069
H -1.3974 -2.5819 -4.0406 0.1003
H -0.8968 0.7705 -5.7514 0.1084
H -2.4552 1.4961 -3.5008 0.0973
H -2.9629 -0.7569 -3.4951 0.1020
H -1.0714 2.3717 -5.0506 0.1138
H 1.0822 2.4865 -4.5501 0.1036
H 2.1130 1.2823 -2.7620 0.0865
H 1.3781 0.9373 -5.3341 0.1083
H 0.8500 -2.4343 -3.6692 0.1023
H 1.3498 -0.9700 -2.0031 0.0701
P -1.9389 -0.9164 -1.5180 0.8521
P 1.9582 1.4109 0.5985 0.8340
C 0.2210 2.7022 -1.4036 -0.3312
C 1.3885 2.8591 -0.4138 -0.4072
H -0.7388 3.0696 -1.0009 0.0180
H 0.4151 3.2522 -2.3411 0.0500
H 2.3117 3.1302 -0.9506 0.0662
H 1.1809 3.6551 0.3236 0.0776
C 2.8080 2.2229 1.9883 -0.2827
H 3.1174 1.4920 2.7520 0.0092
H 2.1358 2.9616 2.4396 0.0368
H 3.6888 2.7127 1.5520 0.0531
C 3.3763 0.7996 -0.3783 -0.3010
H 3.6610 1.6067 -1.0681 0.0345
H 3.1327 -0.1061 -0.9558 0.0172
H 4.2051 0.5749 0.3118 0.0372
C -3.6241 -0.7657 -0.8896 -0.2530
H -3.9966 -1.7309 -0.5332 0.0412
H -4.2884 -0.3914 -1.6846 0.0579
H -3.6583 -0.0452 -0.0599 0.0106
C -1.1962 -2.5504 -1.2654 -0.2511
H -0.5907 -2.4796 -0.3548 -0.0086
H -0.5135 -2.8225 -2.0793 0.0392
H -1.9184 -3.3599 -1.1122 0.0585
C -2.0098 3.5537 2.6864 -0.0910
C -0.8711 2.7634 2.8637 -0.0935
C -0.6009 1.7104 1.9611 -0.2141
C -1.3522 1.6275 0.8106 -0.0785
C -2.5535 2.2483 0.6860 -0.1274
C -2.8893 3.2701 1.6403 -0.0571
H -2.2185 4.3818 3.3871 0.1143
H -0.1852 2.9360 3.7061 0.1067
H 0.1872 0.9835 2.2246 0.0244
H -3.2410 2.0201 -0.1264 0.0893
H -3.8203 3.8122 1.5410 0.1021
```

Values from the calculation:
Frontier orbital gap (spin up / spin down)   5.462 / 4.200 eV
LUMO level (spin up / spin down)   -2.0449 / -5.6795 eV
Charge   +1
HOMO (spin up / spin down)   -7.507 / -9.879 eV
⟨S²⟩   8.776
Molecular weight   571.7 g/mol
Spin multiplicity   6

Calculated energy relative to the best compared isomer or geometry (same formula, charge and spin) in order - 282.8; 0.0; 518.8 kJ/mol